(1)
{"formula": "C23H20BrCeClP", "method": "ωB97M-V with the def2-TZVPD basis set", "elements": ["C", "C", "C", "H", "C", "C", "H", "H", "H", "H", "Ce", "Cl", "P", "C", "C", "H", "C", "H", "C", "H", "C", "H", "C", "H", "C", "C", "H", "C", "H", "C", "H", "C", "H", "C", "H", "C", "C", "H", "C", "H", "C", "H", "C", "H", "C", "H", "Br"], "coordinates": [[-1.10, -1.59, 4.23], [-0.95, -1.76, 2.81], [0.45, -1.92, 2.53], [-1.76, -1.84, 2.08], [1.16, -1.84, 3.77], [0.21, -1.63, 4.83], [0.44, -1.47, 5.89], [-2.04, -1.42, 4.75], [0.88, -2.17, 1.56], [2.24, -1.93, 3.89], [0.15, 0.48, 3.51], [2.40, 1.61, 2.96], [0.03, 0.32, -0.21], [1.28, -0.76, -0.94], [1.00, -1.53, -2.07], [0.01, -1.52, -2.51], [2.02, -2.30, -2.62], [1.81, -2.90, -3.50], [3.29, -2.32, -2.06], [4.08, -2.92, -2.51], [3.55, -1.57, -0.92], [4.54, -1.59, -0.46], [2.55, -0.79, -0.33], [2.74, -0.21, 0.57], [-1.59, -0.17, -0.81], [-1.99, -1.51, -0.69], [-1.30, -2.26, -0.30], [-3.28, -1.87, -1.07], [-3.59, -2.91, -0.96], [-4.18, -0.92, -1.56], [-5.19, -1.21, -1.85], [-3.77, 0.42, -1.66], [-4.47, 1.17, -2.02], [-2.49, 0.80, -1.27], [-2.20, 1.85, -1.31], [0.38, 1.99, -0.81], [0.95, 2.17, -2.07], [1.23, 1.31, -2.68], [1.17, 3.47, -2.54], [1.60, 3.61, -3.53], [0.85, 4.57, -1.76], [1.03, 5.58, -2.13], [0.30, 4.38, -0.49], [0.06, 5.24, 0.14], [0.06, 3.10, 0.00], [-0.38, 2.95, 0.99], [-2.18, 1.81, 3.13]], "lumo_ev": [-5.698, -5.692], "total_charge": 1, "e_above_lowest_kcal_mol": 0.0, "orbital_gap_ev": [5.30, 5.30], "e_homo_ev": [-10.99, -10.99], "multiplicity": 1}



(2)
{"formula": "C30H33N5O4", "method": "ωB97M-V with the def2-TZVPD basis set", "elements": ["O", "C", "N", "H", "C", "C", "C", "N", "C", "C", "H", "H", "H", "H", "C", "C", "C", "C", "C", "C", "C", "H", "H", "H", "H", "H", "H", "H", "H", "H", "H", "H", "H", "C", "C", "C", "C", "N", "C", "H", "H", "C", "C", "C", "C", "C", "C", "O", "N", "C", "C", "C", "H", "H", "H", "C", "H", "H", "H", "H", "H", "H", "H", "H", "C", "C", "H", "H", "N", "O", "O", "H"], "coordinates": [[-1.13, -2.26, -1.95], [-0.51, -1.47, -1.26], [-1.06, -0.54, -0.46], [-0.46, 0.04, 0.12], [-2.48, -0.37, -0.30], [-2.87, -0.40, 1.18], [-4.37, -0.16, 1.33], [-4.72, 1.12, 0.75], [-4.44, 1.13, -0.67], [-2.94, 0.96, -0.89], [-2.72, 0.99, -1.96], [-2.41, 1.77, -0.40], [-4.76, 2.10, -1.07], [-4.99, 0.34, -1.21], [-6.07, 1.56, 1.09], [-7.17, 0.65, 0.61], [-7.71, 0.80, -0.66], [-8.68, -0.08, -1.12], [-9.11, -1.12, -0.32], [-8.59, -1.28, 0.95], [-7.62, -0.40, 1.41], [-7.22, -0.52, 2.41], [-8.93, -2.08, 1.58], [-9.86, -1.81, -0.68], [-9.09, 0.05, -2.11], [-7.38, 1.61, -1.29], [-6.20, 2.56, 0.67], [-6.11, 1.65, 2.18], [-4.62, -0.14, 2.40], [-4.92, -0.99, 0.86], [-2.60, -1.37, 1.62], [-2.32, 0.38, 1.70], [-2.96, -1.20, -0.84], [1.00, -1.41, -1.20], [1.73, -2.28, -0.43], [3.09, -2.08, -0.22], [3.73, -0.91, -0.70], [4.92, -0.48, -0.18], [5.67, 0.62, -0.74], [5.48, 0.70, -1.81], [6.73, 0.39, -0.60], [5.37, 1.96, -0.02], [3.92, 2.30, -0.20], [3.51, 3.10, -1.23], [2.13, 3.27, -1.46], [1.23, 2.59, -0.71], [1.64, 1.76, 0.37], [0.88, 1.09, 1.08], [3.02, 1.72, 0.63], [3.39, 1.03, 1.86], [4.87, 0.67, 1.99], [5.72, 1.82, 1.45], [6.78, 1.60, 1.58], [5.50, 2.75, 1.99], [5.08, 0.50, 3.05], [5.20, -0.63, 1.23], [4.61, -1.42, 1.68], [6.25, -0.88, 1.36], [2.76, 0.14, 1.93], [3.10, 1.69, 2.69], [0.17, 2.66, -0.88], [1.81, 3.92, -2.26], [4.24, 3.57, -1.86], [5.98, 2.74, -0.49], [3.02, -0.19, -1.68], [1.69, -0.42, -1.91], [1.15, 0.19, -2.62], [3.50, 0.61, -2.23], [3.82, -3.15, 0.38], [3.20, -3.96, 1.05], [5.02, -3.22, 0.17], [1.27, -3.15, 0.02]], "lumo_ev": -0.289, "e_above_lowest_kcal_mol": 19.3, "smiles": "O=C(NC1CCN(Cc2ccccc2)CC1)c1ccc(N2C[C@H]3C[C@@H](C2)c2cccc(=O)n2C3)c([N+](=O)[O-])c1", "orbital_gap_ev": 7.90, "e_homo_ev": -8.18, "multiplicity": 1}



(3)
{"formula": "C25H68NO30P2S7Zr", "method": "ωB97M-V with the def2-TZVPD basis set", "elements": ["Zr", "C", "C", "C", "O", "C", "N", "H", "H", "H", "H", "H", "H", "H", "H", "H", "H", "H", "H", "P", "O", "O", "O", "O", "P", "O", "O", "O", "O", "O", "S", "O", "O", "C", "C", "C", "H", "H", "H", "H", "H", "H", "H", "H", "O", "S", "O", "O", "C", "C", "C", "H", "H", "H", "H", "H", "H", "H", "H", "O", "S", "O", "O", "C", "C", "C", "H", "H", "H", "H", "H", "H", "H", "H", "O", "S", "O", "O", "C", "C", "C", "H", "H", "H", "H", "H", "H", "H", "H", "O", "S", "O", "O", "C", "C", "C", "H", "H", "H", "H", "H", "H", "H", "H", "O", "S", "O", "O", "C", "C", "C", "H", "H", "H", "H", "H", "H", "H", "H", "O", "S", "O", "O", "C", "C", "C", "H", "H", "H", "H", "H", "H", "H", "H"], "coordinates": [[-1.61, 0.65, 1.36], [4.59, -0.60, 0.16], [4.71, -1.02, -1.25], [4.48, -2.55, -1.48], [4.26, -2.83, -2.83], [4.89, -4.01, -3.27], [3.70, -0.15, -1.98], [2.75, -0.38, -1.73], [3.76, 0.84, -1.76], [3.88, -0.04, -2.97], [5.21, -1.21, 0.82], [3.62, -0.84, 0.58], [4.86, 0.44, 0.31], [5.65, -0.71, -1.70], [3.59, -2.94, -0.98], [5.26, -3.15, -1.01], [5.95, -4.12, -3.07], [5.00, -3.94, -4.35], [4.24, -4.88, -3.14], [0.12, 0.00, -0.44], [1.11, -0.35, -1.53], [-1.11, 0.86, -0.62], [0.38, 0.77, 0.87], [-0.74, -1.01, 0.42], [-2.98, 2.54, 2.38], [-1.42, 2.46, 2.27], [-2.79, 1.15, 2.97], [-2.99, 2.16, 0.93], [-3.06, 3.96, 3.00], [-5.81, -0.64, -0.40], [-4.39, -0.68, -0.73], [-3.48, -0.29, 0.37], [-4.01, -2.23, -1.16], [-4.86, -2.86, -2.14], [-4.77, -4.34, -1.93], [-3.97, 0.32, -2.26], [-4.48, -2.50, -3.09], [-5.90, -2.53, -2.12], [-5.39, -4.86, -2.66], [-5.04, -4.65, -0.92], [-3.73, -4.63, -2.06], [-4.13, 1.37, -2.00], [-4.64, 0.07, -3.08], [-2.92, 0.08, -2.43], [0.56, -5.94, -2.55], [0.00, -5.07, -1.48], [-1.10, -5.56, -0.68], [1.25, -4.70, -0.44], [1.12, -3.65, 0.50], [2.15, -3.76, 1.61], [-0.54, -3.41, -2.08], [0.13, -3.76, 0.93], [1.11, -2.71, -0.05], [3.09, -3.67, 1.07], [2.19, -4.75, 2.06], [2.26, -2.97, 2.36], [-1.39, -3.48, -2.75], [0.32, -2.97, -2.60], [-0.83, -2.89, -1.17], [0.75, 2.28, -6.30], [0.05, 2.83, -5.12], [-0.60, 4.15, -5.02], [-1.16, 1.72, -4.73], [-0.93, 0.33, -4.87], [-1.96, -0.27, -5.90], [1.11, 2.58, -3.57], [-1.00, -0.12, -3.88], [0.06, 0.22, -5.30], [-1.74, -1.29, -6.22], [-2.01, 0.28, -6.84], [-2.94, -0.14, -5.45], [1.88, 1.86, -3.82], [0.43, 2.15, -2.83], [1.55, 3.54, -3.34], [-2.35, -1.44, 2.51], [-2.41, -2.87, 2.90], [-1.21, -3.56, 3.42], [-3.59, -3.00, 3.99], [-4.72, -2.12, 3.91], [-5.32, -1.78, 5.28], [-3.23, -3.92, 1.55], [-5.42, -2.68, 3.29], [-4.48, -1.19, 3.40], [-5.54, -2.66, 5.89], [-6.29, -1.29, 5.16], [-4.85, -1.04, 5.93], [-2.56, -3.94, 0.69], [-4.15, -3.37, 1.34], [-3.38, -4.94, 1.89], [1.11, 4.27, 2.23], [2.39, 4.31, 1.56], [3.06, 5.61, 1.29], [3.42, 3.27, 2.39], [4.82, 3.30, 2.13], [5.48, 2.71, 3.36], [2.34, 3.36, -0.15], [5.35, 4.25, 1.97], [4.96, 2.63, 1.28], [5.02, 1.79, 3.70], [5.38, 3.43, 4.17], [6.56, 2.58, 3.23], [1.78, 2.44, 0.05], [3.36, 3.28, -0.51], [1.70, 3.85, -0.88], [-1.52, 5.14, 1.04], [-1.60, 5.48, -0.39], [-2.55, 6.47, -0.91], [-0.08, 5.80, -0.92], [0.08, 6.30, -2.21], [1.58, 6.49, -2.52], [-1.96, 3.94, -1.36], [-0.46, 7.24, -2.27], [-0.45, 5.67, -2.92], [1.96, 7.18, -1.77], [1.79, 7.05, -3.43], [2.14, 5.55, -2.53], [-2.98, 3.61, -1.15], [-1.19, 3.24, -1.03], [-1.93, 4.24, -2.41], [-0.37, 0.08, 3.23], [0.74, 0.65, 4.03], [0.83, 2.06, 4.33], [0.80, -0.16, 5.49], [0.31, -1.50, 5.53], [-1.07, -1.37, 6.17], [2.29, 0.11, 3.29], [0.94, -2.14, 6.15], [0.29, -1.91, 4.52], [-1.52, -2.35, 6.34], [-1.73, -0.86, 5.47], [-0.91, -0.84, 7.11], [2.78, 0.96, 2.81], [2.01, -0.57, 2.48], [2.92, -0.42, 4.00]], "lumo_ev": [-0.975, -0.975], "orbital_gap_ev": [7.44, 7.44], "e_homo_ev": [-8.42, -8.41], "multiplicity": 2}



(4)
{"formula": "C21H30N12NaPSSi", "method": "ωB97M-V with the def2-TZVPD basis set", "elements": ["Na", "C", "N", "C", "C", "N", "C", "P", "C", "N", "C", "C", "N", "C", "C", "N", "C", "C", "N", "C", "H", "H", "H", "H", "H", "H", "H", "H", "H", "H", "H", "H", "H", "H", "H", "C", "Si", "C", "C", "C", "C", "C", "C", "N", "C", "S", "H", "H", "H", "H", "H", "H", "H", "H", "H", "H", "H", "H", "N", "N", "N", "C", "N", "N", "H", "H", "H"], "coordinates": [[-0.10, -0.02, 0.01], [-4.86, 1.82, -2.16], [-3.69, 1.94, -1.31], [-3.06, 3.10, -0.97], [-1.97, 2.75, -0.22], [-1.92, 1.39, -0.11], [-2.96, 0.92, -0.77], [-3.42, -0.82, -1.06], [-2.85, -1.57, 0.49], [-1.63, -1.51, 0.98], [-1.63, -2.26, 2.12], [-2.87, -2.79, 2.31], [-3.65, -2.35, 1.27], [-5.05, -2.67, 1.10], [-2.09, -1.21, -2.24], [-1.93, -0.38, -3.25], [-1.00, -0.96, -4.07], [-0.60, -2.16, -3.54], [-1.31, -2.33, -2.38], [-1.13, -3.46, -1.48], [-5.17, 2.82, -2.44], [-5.67, 1.32, -1.63], [-4.61, 1.25, -3.06], [-3.43, 4.06, -1.29], [-1.23, 3.39, 0.22], [-0.73, -2.40, 2.69], [-3.27, -3.43, 3.08], [-5.64, -2.24, 1.91], [-5.19, -3.75, 1.09], [-5.40, -2.26, 0.15], [-0.66, -0.49, -4.97], [0.13, -2.88, -3.86], [-0.83, -4.32, -2.08], [-2.07, -3.69, -0.98], [-0.37, -3.24, -0.73], [4.69, -1.83, 5.61], [3.71, -2.50, 4.15], [2.48, -3.72, 4.87], [4.93, -3.33, 3.00], [2.89, -1.03, 3.32], [3.01, 0.24, 3.86], [2.44, 1.35, 3.23], [1.76, 1.12, 2.06], [1.60, -0.09, 1.51], [2.13, -1.16, 2.12], [1.89, -2.73, 1.40], [5.21, -2.65, 6.11], [4.04, -1.36, 6.36], [5.44, -1.09, 5.32], [3.01, -4.54, 5.36], [1.84, -4.14, 4.10], [1.86, -3.22, 5.62], [5.61, -3.98, 3.56], [5.53, -2.58, 2.49], [4.41, -3.93, 2.25], [3.57, 0.38, 4.78], [2.53, 2.35, 3.64], [1.32, 1.95, 1.51], [2.74, -2.15, -1.74], [2.54, -0.79, -1.69], [3.50, 0.10, -1.72], [2.80, 1.23, -1.68], [1.48, 1.02, -1.63], [1.34, -0.29, -1.64], [3.75, -2.26, -1.84], [2.46, -2.52, -0.80], [3.26, 2.21, -1.70]], "lumo_ev": 0.211, "e_above_lowest_kcal_mol": 0.0, "orbital_gap_ev": 6.93, "e_homo_ev": -6.72, "multiplicity": 1}



(5)
{"formula": "C4H12N2", "method": "ωB97M-V with the def2-TZVPD basis set", "elements": ["C", "N", "C", "C", "C", "N", "H", "H", "H", "H", "H", "H", "H", "H", "H", "H", "H", "H"], "coordinates": [[-0.96, -0.74, -1.32], [-1.24, -1.78, -0.36], [0.56, -0.10, -1.24], [0.33, 1.20, -0.29], [0.19, 0.81, 1.04], [1.59, 0.61, 1.86], [-1.22, -1.03, -2.34], [-1.50, 0.09, -0.97], [-2.17, -2.09, -0.18], [-0.56, -2.47, -0.19], [1.17, -0.87, -0.74], [0.93, 0.18, -2.12], [1.19, 1.90, -0.21], [-0.55, 1.79, -0.58], [-0.16, -0.26, 0.98], [-0.55, 1.40, 1.63], [1.71, 1.48, 2.39], [1.25, -0.13, 2.65]], "lumo_ev": 1.204, "e_above_lowest_kcal_mol": 56.3, "smiles": "NCCCCN", "orbital_gap_ev": 9.83, "e_homo_ev": -8.62, "multiplicity": 1}



(6)
{"formula": "C8H14N2OS", "method": "ωB97M-V with the def2-TZVPD basis set", "elements": ["C", "C", "C", "C", "C", "C", "C", "C", "H", "H", "H", "H", "H", "H", "H", "H", "H", "H", "H", "H", "H", "H", "N", "N", "O", "S"], "coordinates": [[2.52, 1.88, -0.41], [1.17, 1.32, 0.08], [0.59, 0.18, -0.61], [-1.06, -0.78, 0.79], [-2.57, -0.53, 1.06], [-3.01, -0.65, -0.41], [-1.78, 0.12, -1.23], [1.34, -1.20, -0.38], [2.59, 1.70, -1.62], [3.52, 1.44, 0.20], [2.64, 3.09, -0.39], [1.31, 1.28, 1.14], [0.15, 1.87, -0.11], [0.86, 0.37, -1.59], [-0.94, -1.88, 0.87], [-0.74, -0.61, 1.97], [-2.47, 0.69, 1.21], [-3.06, -1.22, 1.88], [-3.81, 0.04, -0.78], [-3.12, -1.81, -0.65], [2.53, -0.43, 1.24], [2.48, -2.11, 0.95], [-0.68, 0.01, -0.33], [2.03, -1.29, 0.79], [-1.68, 0.92, -2.26], [1.17, -2.41, -1.43]], "lumo_ev": 0.435, "e_above_lowest_kcal_mol": 107.4, "smiles": "CC[C@@H](C(N)=S)N1CCCC1=O", "orbital_gap_ev": 8.92, "e_homo_ev": -8.49, "multiplicity": 1}



(7)
{"formula": "C3H12O2S", "method": "ωB97M-V with the def2-TZVPD basis set", "elements": ["C", "C", "S", "C", "H", "H", "H", "H", "H", "H", "H", "H", "H", "H", "O", "H", "H", "O"], "coordinates": [[0.70, -1.03, -0.41], [0.28, -0.35, 0.93], [1.45, 0.48, 2.00], [3.11, -0.14, 1.52], [0.54, -0.48, -1.33], [0.00, -1.86, -0.49], [1.70, -1.45, -0.37], [-0.24, -1.12, 1.49], [-0.47, 0.31, 0.48], [3.04, -0.87, 0.73], [3.64, 0.74, 1.14], [3.71, -0.51, 2.34], [-2.39, 2.66, -3.84], [-3.41, 2.04, -4.71], [-2.99, 1.92, -3.88], [-3.24, -0.54, 2.05], [-2.26, 0.29, 1.14], [-3.17, -0.07, 1.21]], "lumo_ev": 0.792, "e_above_lowest_kcal_mol": 26.3, "smiles": "CCSC.O.O", "orbital_gap_ev": 9.34, "e_homo_ev": -8.55, "multiplicity": 1}



(8)
{"formula": "C44H31N12O4S2Ta", "method": "ωB97M-V with the def2-TZVPD basis set", "elements": ["Ta", "C", "C", "N", "C", "C", "N", "C", "C", "C", "C", "C", "N", "C", "C", "N", "C", "C", "N", "C", "C", "C", "N", "C", "C", "H", "H", "H", "H", "H", "H", "H", "H", "H", "H", "H", "H", "O", "N", "C", "C", "C", "C", "C", "S", "H", "H", "H", "H", "C", "C", "C", "C", "C", "C", "N", "N", "C", "C", "C", "C", "C", "C", "H", "H", "H", "H", "H", "H", "H", "H", "H", "O", "S", "O", "O", "C", "N", "C", "C", "C", "N", "C", "C", "C", "N", "C", "C", "H", "H", "H", "H", "H", "H"], "coordinates": [[-0.34, 0.31, -0.85], [3.68, 2.45, -0.27], [2.35, 2.15, -0.51], [1.82, 0.98, -0.15], [2.62, 0.09, 0.46], [3.95, 0.44, 0.72], [4.48, 1.59, 0.35], [2.07, -1.23, 0.73], [2.83, -2.25, 1.28], [2.33, -3.54, 1.40], [0.97, -3.70, 1.09], [0.24, -2.64, 0.60], [0.78, -1.42, 0.37], [-1.20, -2.79, 0.36], [-1.80, -4.00, 0.03], [-3.11, -4.15, 0.05], [-3.84, -3.11, 0.40], [-3.26, -1.85, 0.57], [-1.94, -1.70, 0.55], [3.18, -4.69, 1.77], [2.64, -5.93, 2.12], [3.49, -6.99, 2.36], [4.81, -6.89, 2.29], [5.34, -5.72, 1.96], [4.57, -4.60, 1.68], [4.12, 3.39, -0.58], [1.71, 2.85, -1.02], [4.62, -0.24, 1.24], [3.84, -2.04, 1.58], [0.48, -4.65, 1.24], [-1.22, -4.86, -0.30], [-4.91, -3.26, 0.52], [-3.86, -0.97, 0.73], [1.57, -6.09, 2.22], [3.10, -7.97, 2.62], [6.42, -5.67, 1.91], [5.06, -3.68, 1.39], [-1.13, -1.19, -2.20], [-2.29, -1.06, -2.86], [-2.50, -1.84, -3.94], [-3.68, -1.80, -4.62], [-4.68, -0.93, -4.19], [-4.44, -0.11, -3.10], [-3.22, -0.18, -2.43], [-2.87, 0.79, -1.05], [-1.67, -2.49, -4.21], [-3.82, -2.43, -5.48], [-5.64, -0.89, -4.70], [-5.18, 0.59, -2.74], [5.01, -2.16, -2.47], [3.85, -2.74, -1.97], [2.65, -2.05, -2.02], [2.60, -0.78, -2.58], [3.77, -0.20, -3.09], [4.97, -0.89, -3.03], [1.39, -0.05, -2.63], [1.32, 0.78, -3.56], [0.36, 1.75, -3.53], [0.25, 2.56, -4.67], [-0.62, 3.63, -4.66], [-1.37, 3.89, -3.51], [-1.27, 3.06, -2.40], [-0.41, 1.96, -2.37], [5.94, -2.70, -2.44], [3.88, -3.73, -1.55], [1.74, -2.52, -1.67], [3.71, 0.78, -3.53], [5.86, -0.43, -3.41], [0.86, 2.32, -5.53], [-0.73, 4.26, -5.53], [-2.03, 4.74, -3.47], [-1.89, 3.28, -1.54], [-4.96, 4.27, 7.90], [-5.06, 3.74, 6.57], [-4.66, 2.36, 6.41], [-6.20, 4.15, 5.77], [-3.80, 4.71, 5.56], [-3.72, 6.03, 5.72], [-2.93, 6.68, 4.87], [-2.23, 6.01, 3.87], [-2.40, 4.64, 3.78], [-3.20, 3.99, 4.63], [-1.79, 3.75, 2.79], [-1.03, 4.18, 1.70], [-0.55, 3.25, 0.81], [-0.77, 1.93, 0.93], [-1.49, 1.51, 1.99], [-2.00, 2.37, 2.93], [-2.87, 7.75, 5.00], [-1.58, 6.57, 3.20], [-0.82, 5.23, 1.53], [0.03, 3.57, -0.05], [-1.64, 0.44, 2.08], [-2.59, 2.01, 3.77]], "lumo_ev": -8.705, "total_charge": 2, "orbital_gap_ev": 1.54, "e_homo_ev": -10.25, "multiplicity": 1}